Density functional theory data (wB97M-V/def2-TZVPD) for a cluster of 9 separate species, C23H68N6O10 in total in a non-equilibrium geometry.

Properties
Total charge: 0
LUMO (Ha): 0.021
Gap between HOMO and LUMO (eV): 8.743
Maximum force (hartree/bohr): 0.2290

```
107
Properties=species:S:1:pos:R:3:forces:R:3:lowdin_charge:R:1
O 2.8951 4.6618 2.9769 0.7 2.0 0.5 -0.190
O -1.4999 -3.2472 4.8329 -0.6 1.1 1.4 -0.190
O 0.4321 -1.5002 -3.6841 1.1 -1.2 -0.1 -0.049
O -0.5959 0.3788 -3.3591 -1.8 2.1 1.0 -0.002
O -6.4229 -3.3902 -0.6591 2.2 0.2 0.1 -0.191
O 2.6401 -0.5152 2.0949 0.6 8.3 1.3 -0.181
O 1.7841 -3.5302 -2.6681 2.7 -6.5 2.5 -0.130
O -1.5479 3.9928 -1.2091 -0.8 -1.7 0.0 -0.217
O 5.7551 1.7558 -1.8211 -0.5 0.0 -0.1 -0.170
O 0.9261 0.3248 -4.9121 -3.2 3.1 0.6 0.116
N -1.3669 1.2168 -0.6181 0.0 -1.1 -2.6 0.070
N 0.5031 -1.2332 -0.5281 -5.5 -6.6 -4.1 0.320
N -2.7009 -3.3952 -0.6711 -0.6 5.9 -0.9 0.047
N 2.1151 1.2258 -1.1701 -1.9 2.9 2.7 0.036
N 1.2281 3.9438 -0.1601 -1.1 0.0 -2.4 0.046
N -0.2939 -3.4302 1.3239 3.5 -1.5 1.3 0.003
C -0.3239 -3.0652 2.7529 0.1 3.3 -1.2 -0.319
C -7.3539 -3.5762 -1.6891 3.9 -3.3 -0.2 -0.098
C 2.7791 4.4198 1.5959 2.5 0.6 -0.6 -0.236
C -4.1919 -1.7192 0.1779 -5.3 -4.5 2.8 -0.044
C -4.0329 -3.1372 -0.1551 -1.9 -2.4 1.7 -0.442
C -2.6669 1.8718 -0.5371 2.5 2.5 2.4 -0.364
C 0.2121 -0.3002 -3.9411 0.2 -0.7 0.3 -0.852
C 1.2201 2.4998 1.7459 -0.8 0.8 3.1 -0.057
C 6.6041 2.6038 -2.6101 -1.1 -2.4 -0.7 -0.087
C -2.8669 2.2378 0.9599 -0.4 4.9 -7.9 -0.010
C -0.5339 -1.4532 2.7309 -1.4 0.3 -2.7 -0.062
C 4.3441 2.0258 -1.7831 1.3 -0.3 4.7 -0.165
C -1.4849 -3.8312 3.5909 3.8 0.2 -0.3 -0.194
C 1.4301 3.8858 1.1929 -1.1 0.6 4.8 -0.505
C 3.6791 -0.4582 -1.8211 -3.3 -2.6 -3.3 -0.082
C -2.6799 3.1518 -1.4231 1.0 -3.5 -1.5 -0.173
C -2.2589 -4.0082 5.7569 2.8 2.7 1.0 -0.077
C 1.0671 -4.7622 -2.9281 -1.5 -0.4 1.0 -0.154
C -5.0929 -3.5672 -1.1681 -0.4 -0.7 -1.3 -0.213
C 3.1711 6.0808 3.3049 -3.4 -0.3 1.2 -0.087
C 3.4801 -1.5262 2.0639 -3.8 -5.2 4.2 -0.232
C 3.4751 0.8618 -1.1881 2.5 -0.6 3.0 -0.475
C -1.2589 4.9308 -2.2321 -3.2 -2.0 -1.0 -0.062
H -1.4199 -1.2852 2.0589 0.4 -0.4 0.1 0.055
H -1.1519 -3.6172 0.8849 -1.4 -0.4 -0.5 0.000
H -0.6369 1.8868 -0.5221 0.5 1.3 1.9 0.021
H 6.4981 3.5898 -2.4031 -0.6 3.3 1.3 0.039
H -2.6879 1.6058 1.5889 2.2 -8.0 6.5 -0.026
H 3.3381 0.3068 2.3489 -3.6 -2.5 -1.2 0.193
H 1.2461 2.5328 2.8949 1.0 -0.3 -1.5 0.126
H 1.8891 1.4828 -2.0881 -0.9 0.0 -2.0 0.056
H -2.0699 5.5948 -2.1641 -0.5 2.2 0.4 0.071
H 7.6041 2.3488 -2.3391 0.7 -0.5 -0.2 0.082
H 0.7791 -3.0852 3.0809 -1.9 -1.1 0.4 0.135
H -4.9049 -2.9382 -2.1381 -0.5 -0.9 1.4 0.156
H -0.9819 -4.8192 3.7139 -1.0 -0.2 -0.4 0.127
H 0.2031 2.2428 1.6899 -1.8 -0.2 -0.7 0.038
H 0.1521 -0.5952 2.2949 -0.3 -2.5 1.1 0.091
H -0.3089 5.2678 -2.0051 1.8 1.1 -0.3 0.059
H 4.0921 -1.4852 2.9369 1.0 -0.8 0.4 0.087
H 6.4171 2.5928 -3.7031 0.1 -0.8 0.4 0.100
H -2.8289 2.6578 -2.4561 1.4 1.1 0.7 0.157
H 0.6411 -0.9772 -1.5121 -1.4 0.9 -0.3 0.084
H 3.4681 -0.4162 -2.9811 -0.1 0.0 1.9 0.121
H 0.7041 4.6088 1.7719 0.9 -1.2 -0.7 0.177
H -3.2039 -4.2202 5.4609 -3.5 0.3 -0.7 0.058
H 4.0521 2.8858 -1.0891 1.0 -0.7 -0.1 0.121
H 2.6681 -2.4172 2.1179 2.5 0.9 0.0 0.128
H -7.2589 -2.7942 -2.3391 -0.4 2.1 -2.0 0.060
H -2.0839 -3.5972 6.7619 -0.7 0.2 -0.5 0.114
H -2.0829 2.8978 1.0119 1.2 2.8 1.2 0.054
H -3.6249 -1.2752 -0.3601 7.1 5.7 -7.5 -0.027
H 3.9131 -1.5822 1.1999 3.4 -0.7 -5.0 0.008
H -1.5239 4.5558 -3.2541 1.4 -0.4 0.6 0.115
H 3.5491 6.0058 4.2959 -0.3 0.0 1.2 0.061
H 0.9701 -2.1202 -0.5851 0.9 -0.7 1.0 0.088
H -1.0759 1.2318 -1.6291 -1.1 -1.6 0.1 0.058
H 4.6561 -0.7882 -1.8391 2.3 -0.5 0.5 0.036
H -2.6269 -4.3402 -0.7441 0.8 -3.1 -1.5 0.031
H 1.7921 4.7498 -0.3541 -0.6 0.7 -1.7 0.085
H -2.5089 -3.8782 3.2289 0.1 0.0 -1.0 0.122
H 0.8561 -0.6252 0.0299 3.4 5.1 4.7 -0.021
H 3.9121 6.7398 2.9029 0.8 -0.6 -1.9 0.064
H 3.8241 0.5518 -0.0291 -0.7 1.7 -2.6 0.171
H -3.8099 -1.4392 1.0329 2.1 0.6 5.2 0.041
H -8.1939 -3.6782 -1.1591 -3.9 -0.2 1.1 0.051
H 3.0381 5.4378 1.1959 -0.6 -1.0 -0.9 0.123
H 0.3931 -5.1992 -1.9771 2.2 1.1 -1.9 0.104
H -4.9999 -4.6852 -1.4941 0.1 1.7 0.5 0.144
H 3.0181 -1.4132 -1.4521 1.5 2.6 -0.6 0.113
H -0.9839 -1.0952 3.5969 -0.1 0.6 2.2 0.023
H -3.8409 2.4988 1.1199 -2.4 1.9 0.4 0.068
H 0.1911 3.9758 -0.3771 1.8 0.3 -0.1 0.096
H -3.6319 3.5228 -1.3371 -2.2 2.4 0.9 0.088
H 0.2401 -4.5982 -3.6591 0.9 0.0 0.1 0.069
H 1.7641 -5.5802 -3.3201 -0.9 1.3 0.8 0.084
H 4.0281 2.4758 -2.6241 -1.4 0.5 -3.9 0.079
H -3.5429 1.3518 -0.6771 -1.4 -2.1 -1.8 0.099
H 1.8681 2.2278 -0.6611 1.2 -2.9 -1.4 0.103
H -1.8329 -4.9192 5.7799 1.8 -3.6 0.3 0.043
H 2.1731 6.7408 3.2939 1.9 -1.6 0.1 0.129
H 1.6351 -0.1642 -5.1271 3.8 -3.1 -1.3 0.028
H 0.4001 -4.2262 1.2349 -1.6 1.1 -0.3 0.106
H -2.6089 -2.6942 -1.5481 0.3 -3.0 2.1 0.175
H -0.4929 -1.5672 -0.1291 2.4 1.3 -1.7 0.165
H 3.6361 3.7118 1.2939 -1.2 0.8 0.2 0.149
H -4.1939 -3.7452 0.8239 0.3 0.6 -1.6 0.169
H 1.6841 1.6738 1.2699 1.2 -0.5 -0.2 0.030
H -7.0549 -4.5602 -2.2091 -0.9 1.2 0.3 0.118
H -5.0399 -1.1352 0.1539 -2.9 0.1 -0.5 0.092
H 1.3411 -2.8192 -2.9461 -3.3 4.5 -2.4 -0.089
```
Positions in Å, forces in eV/Å.